[1]
The following is a quantum chemistry calculation of C46H95F3HgN5O8S as an isolated structure, from the OMol25 dataset.

Geometry as ORCA input:
```
! wB97M-V def2-TZVPD RIJCOSX def2/J DEFGRID3
* xyz 1 1
Hg -4.10 -0.76 -0.86
C 0.35 -1.00 0.23
F 0.44 -0.75 -1.06
F 0.85 -2.18 0.51
F 0.87 -0.02 0.91
S -1.53 -1.11 0.59
O -2.20 -2.04 -0.33
O -1.63 -1.37 2.00
O -2.12 0.18 0.23
C 4.51 -3.86 0.04
C 4.73 -2.50 0.68
C 4.12 -2.58 2.08
C 4.50 -1.39 3.01
C 6.00 -1.45 3.10
C 6.74 -1.28 1.76
N 6.17 -2.23 0.79
O 6.90 -2.28 -0.43
C 6.70 0.19 1.25
C 8.21 -1.66 1.98
C 4.04 -1.43 -0.19
H 3.44 -4.10 -0.01
H 4.98 -4.64 0.64
H 4.93 -3.99 -0.96
H 3.03 -2.51 2.11
H 4.40 -3.53 2.53
H 3.99 -1.58 3.95
H 4.25 -0.42 2.56
H 6.29 -2.44 3.46
H 6.49 -0.82 3.85
H 5.76 0.48 0.77
H 6.81 0.81 2.14
H 7.48 0.37 0.51
H 8.33 -2.54 2.61
H 8.78 -1.77 1.06
H 8.71 -0.86 2.53
H 4.62 -1.32 -1.11
H 4.03 -0.40 0.17
H 3.04 -1.72 -0.49
H 7.09 -3.23 -0.42
C -6.44 0.92 2.20
C -5.96 -0.27 3.04
C -7.18 -0.68 3.91
C -7.23 -2.07 4.46
C -6.91 -3.10 3.39
C -5.62 -2.75 2.61
N -5.64 -1.37 2.10
O -4.38 -1.08 1.50
C -4.48 -3.20 3.57
C -5.52 -3.69 1.44
C -4.79 0.24 3.92
H -7.32 0.68 1.61
H -5.66 1.17 1.47
H -6.61 1.85 2.74
H -7.37 0.03 4.72
H -8.11 -0.48 3.36
H -8.26 -2.24 4.78
H -6.61 -2.20 5.35
H -7.76 -3.06 2.69
H -6.84 -4.08 3.85
H -3.53 -2.78 3.22
H -4.71 -2.89 4.60
H -4.42 -4.28 3.66
H -4.52 -3.63 0.98
H -5.72 -4.73 1.68
H -6.11 -3.42 0.56
H -4.30 -0.69 4.25
H -5.13 0.91 4.70
H -3.95 0.64 3.34
H -3.73 -1.17 2.23
C -0.82 2.28 2.79
C 0.18 2.53 3.92
C 0.34 1.19 4.61
C 1.38 1.24 5.74
C 2.77 1.64 5.20
C 2.73 2.85 4.20
N 1.50 2.89 3.40
O 1.49 4.02 2.52
C 2.89 4.10 5.04
C 3.91 2.66 3.24
C -0.41 3.67 4.75
H -0.29 1.70 2.04
H -1.17 3.14 2.21
H -1.71 1.76 3.14
H -0.58 0.89 5.12
H 0.75 0.39 3.99
H 1.49 0.30 6.28
H 1.14 2.02 6.47
H 3.25 0.84 4.63
H 3.37 1.80 6.10
H 3.20 4.90 4.34
H 2.09 4.32 5.73
H 3.77 4.07 5.69
H 3.61 2.20 2.29
H 4.34 3.61 2.91
H 4.78 2.21 3.71
H -0.34 4.62 4.22
H -0.03 3.82 5.76
H -1.50 3.64 4.92
H 1.42 3.54 1.69
C 1.37 1.93 -3.20
C 2.06 3.24 -3.60
C 3.57 3.02 -3.63
C 4.08 2.23 -4.82
C 3.55 2.90 -6.08
C 2.03 3.20 -6.12
N 1.53 3.77 -4.87
O 0.20 4.13 -4.80
C 1.78 4.12 -7.33
C 1.18 1.95 -6.48
C 1.79 4.28 -2.50
H 1.68 1.16 -3.91
H 1.54 1.68 -2.15
H 0.29 1.99 -3.34
H 4.07 3.99 -3.65
H 3.95 2.57 -2.71
H 5.17 2.13 -4.89
H 3.72 1.20 -4.71
H 3.81 2.27 -6.93
H 4.00 3.90 -6.12
H 0.78 4.56 -7.20
H 1.82 3.60 -8.28
H 2.42 5.00 -7.35
H 0.15 2.05 -6.13
H 1.61 1.08 -5.97
H 1.22 1.65 -7.53
H 2.30 5.19 -2.83
H 0.73 4.53 -2.45
H 2.15 4.04 -1.50
H 0.13 4.98 -4.34
C -2.38 0.52 -3.23
C -2.66 -0.75 -3.97
C -1.34 -1.53 -4.04
C -1.38 -3.00 -4.34
C -2.43 -3.67 -3.42
C -3.81 -3.02 -3.35
N -3.65 -1.54 -3.19
O -4.93 -0.92 -3.10
C -4.57 -3.39 -4.64
C -4.53 -3.56 -2.13
C -3.19 -0.48 -5.41
H -1.62 1.06 -3.79
H -1.97 0.33 -2.23
H -3.21 1.23 -3.15
H -0.71 -1.01 -4.76
H -0.86 -1.44 -3.06
H -0.43 -3.48 -4.14
H -1.62 -3.18 -5.39
H -2.01 -3.64 -2.41
H -2.52 -4.71 -3.75
H -5.53 -2.88 -4.73
H -3.94 -3.18 -5.51
H -4.75 -4.46 -4.68
H -4.73 -4.62 -2.28
H -3.99 -3.47 -1.18
H -5.51 -3.09 -2.08
H -3.07 -1.37 -6.02
H -2.55 0.27 -5.88
H -4.24 -0.19 -5.49
H -5.26 -0.83 -4.02
*
```

Its total energy is -3536.061368 Ha. The value obtained for the HOMO energy is -0.3476 Eh. The value obtained for the gap between HOMO and LUMO is 0.1414 Ha. The calculation puts the energy relative to the best compared isomer or geometry (same formula, charge and spin) at 42.4 kcal per mole. As for the LUMO energy: -5.6109 eV.

---

[2]
The following is a quantum chemistry calculation of C47H100CrN5O54S as an isolated structure, from the OMol25 dataset.

Geometry as ORCA input:
```
! wB97M-V def2-TZVPD RIJCOSX def2/J DEFGRID3
* xyz -1 5
Cr -1.88 -3.11 1.74
S -3.42 -5.20 1.06
O -4.83 -5.14 0.89
O -3.00 -4.71 2.37
O -3.16 -6.58 0.81
O -2.73 -4.25 0.20
C 0.22 0.82 1.06
C -0.53 -0.14 0.24
C 0.15 -0.46 -1.04
O -0.96 -1.34 0.87
H -0.01 0.68 2.12
H -0.21 1.80 0.85
H 1.29 0.91 0.89
H -1.46 0.34 -0.08
H 0.27 0.22 -1.89
H -0.45 -1.16 -1.62
H 1.11 -0.98 -1.03
C 6.17 -1.06 -1.80
O 6.37 0.24 -2.38
C 6.60 1.37 -1.63
O 6.69 1.36 -0.37
O 6.91 2.47 -2.43
C 7.28 3.68 -1.80
H 5.60 -0.99 -0.87
H 7.15 -1.27 -1.37
H 5.97 -1.83 -2.54
H 8.34 3.77 -1.58
H 6.62 3.92 -0.97
H 7.20 4.38 -2.63
C -2.20 0.33 4.37
O -1.70 -0.65 5.27
C -1.34 -1.78 4.86
O -1.57 -2.30 3.73
O -0.91 -2.57 5.91
C -0.56 -3.96 5.80
H -3.24 0.53 4.65
H -2.08 -0.01 3.34
H -1.67 1.27 4.47
H -1.41 -4.63 5.63
H 0.03 -4.49 6.55
H 0.06 -4.07 4.91
C -1.13 -1.82 -4.76
O -1.80 -0.96 -5.68
C -1.37 0.34 -5.88
O -0.25 0.83 -5.51
O -2.34 1.04 -6.58
C -2.07 2.23 -7.30
H -1.89 -2.54 -4.47
H -0.65 -1.39 -3.88
H -0.30 -2.31 -5.26
H -1.70 3.07 -6.71
H -3.02 2.54 -7.75
H -1.32 1.96 -8.04
C -2.02 4.07 0.05
O -2.25 5.47 0.14
C -1.49 6.46 -0.49
O -0.69 6.22 -1.38
O -1.75 7.66 0.15
C -1.04 8.81 -0.16
H -1.27 3.66 0.73
H -1.85 3.76 -0.98
H -2.95 3.54 0.25
H -0.03 8.70 -0.56
H -0.85 9.43 0.71
H -1.54 9.48 -0.86
C 3.45 -2.50 -8.00
O 3.63 -1.53 -6.94
C 2.70 -1.32 -6.08
O 1.51 -1.67 -6.28
O 3.28 -0.59 -5.05
C 2.53 -0.26 -3.92
H 3.43 -3.48 -7.53
H 4.16 -2.50 -8.83
H 2.54 -2.24 -8.55
H 1.74 0.49 -3.94
H 3.20 0.11 -3.14
H 1.92 -1.05 -3.50
C -2.42 1.67 -2.86
O -3.55 2.20 -2.10
C -4.83 1.96 -2.45
O -5.72 1.99 -1.62
O -5.01 1.81 -3.87
C -6.30 1.75 -4.53
H -2.26 0.60 -2.70
H -1.52 2.22 -2.56
H -2.58 1.94 -3.90
H -6.57 0.76 -4.88
H -6.39 2.50 -5.32
H -7.06 1.93 -3.78
C -5.96 -3.43 4.09
O -5.74 -1.97 3.84
C -5.10 -1.40 2.78
O -4.22 -1.96 2.12
O -5.45 -0.08 2.67
C -4.92 0.77 1.65
H -6.27 -3.72 5.10
H -5.18 -4.15 3.85
H -6.88 -3.71 3.57
H -5.41 0.67 0.68
H -3.84 0.70 1.52
H -5.19 1.72 2.11
C -4.34 4.00 4.67
O -3.64 5.14 4.23
C -2.40 4.89 3.68
O -1.94 3.82 3.33
O -1.72 6.13 3.37
C -2.25 7.46 3.59
H -4.06 3.78 5.71
H -4.17 3.03 4.20
H -5.41 4.16 4.68
H -2.83 7.73 2.71
H -1.53 8.27 3.74
H -2.86 7.34 4.48
C -5.27 -9.42 -4.00
O -4.57 -8.19 -4.41
C -4.01 -7.36 -3.47
O -4.19 -7.51 -2.25
O -3.26 -6.40 -4.14
C -2.93 -5.22 -3.38
H -6.35 -9.33 -4.14
H -5.23 -9.61 -2.92
H -4.92 -10.28 -4.56
H -3.88 -4.73 -3.18
H -2.23 -4.49 -3.79
H -2.40 -5.64 -2.53
C 0.68 -6.40 3.68
O 0.76 -6.35 2.24
C 0.23 -5.30 1.60
O -0.21 -4.29 2.15
O 0.56 -5.60 0.35
C 0.63 -4.61 -0.68
H 1.17 -7.34 3.94
H -0.32 -6.60 4.07
H 1.27 -5.66 4.21
H 0.32 -4.82 -1.70
H 1.67 -4.29 -0.82
H 0.09 -3.68 -0.48
C 6.10 6.03 1.73
O 4.80 5.71 2.08
C 3.91 5.56 1.13
O 4.19 5.68 -0.06
O 2.71 5.18 1.56
C 1.65 4.74 0.62
H 6.44 5.60 0.79
H 6.74 5.74 2.56
H 6.23 7.11 1.75
H 1.81 3.67 0.48
H 1.44 5.22 -0.34
H 0.78 4.93 1.25
C 5.57 4.49 5.31
O 4.22 4.60 4.96
C 3.39 3.61 5.29
O 3.63 2.79 6.14
O 2.32 3.73 4.51
C 1.32 2.71 4.42
H 5.78 4.77 6.34
H 6.06 5.13 4.57
H 6.03 3.57 4.97
H 0.42 3.09 3.95
H 1.05 2.31 5.40
H 1.57 1.82 3.85
C 0.53 -5.36 -4.67
O 1.69 -4.75 -4.29
C 2.63 -5.51 -3.55
O 2.47 -6.68 -3.13
O 3.76 -4.75 -3.46
C 4.87 -5.21 -2.72
H 0.77 -5.94 -5.56
H -0.19 -4.60 -4.97
H 0.10 -6.09 -3.98
H 5.29 -6.08 -3.22
H 4.62 -5.52 -1.70
H 5.54 -4.37 -2.51
C 2.25 -1.96 2.11
N 3.27 -2.80 2.80
O 3.22 -2.94 4.01
O 4.10 -3.42 2.11
H 2.82 -1.31 1.43
H 1.72 -1.26 2.75
H 1.53 -2.63 1.66
C 0.27 0.74 7.73
N -0.41 -0.26 8.62
O -1.63 -0.36 8.42
O 0.28 -0.74 9.52
H 0.31 0.38 6.70
H 1.23 0.97 8.19
H -0.37 1.62 7.78
C -5.17 -1.49 -1.32
N -4.34 -1.59 -2.58
O -3.26 -2.08 -2.53
O -4.88 -1.29 -3.67
H -6.14 -1.00 -1.44
H -4.56 -0.94 -0.61
H -5.40 -2.47 -0.90
C 5.78 1.96 2.46
N 4.52 1.28 2.11
O 3.76 1.89 1.38
O 4.32 0.16 2.56
H 5.92 2.77 1.74
H 6.55 1.20 2.34
H 5.74 2.22 3.52
C 1.34 3.67 -3.81
N 2.52 3.09 -3.12
O 3.53 2.80 -3.73
O 2.28 2.93 -1.92
H 1.62 4.71 -4.03
H 0.47 3.57 -3.16
H 1.23 3.16 -4.77
*
```

Its total energy is -7629.635820 Ha. The value obtained for the HOMO energy (alpha / beta) is -0.1548 / -0.1665 Eh. The value obtained for the gap between HOMO and LUMO (alpha / beta) is 0.2133 / 0.2249 Ha. As for the LUMO energy (alpha / beta): 1.5905 / 1.5905 eV.